The following is a quantum chemistry calculation of a cluster of 7 separate species, C50H76FN9O9P2S in total, from OMol25.

Results
calculated total energy: -4301.44666 a.u.
orbital gap: 7.5 eV
F_max: 2.28 eV/A
SMILES: CC[C@@H](F)[C@H](N)OC[C@@](CCCCN(C)C(C)=O)(O[C@](CON=O)(COc1cc(C)ccc1C(C)C)[PH2]=S)P(=O)(O)O.c1cc[nH]c1.c1cc[nH]c1.c1cc[nH]c1.c1cc[nH]c1.c1cc[nH]c1.c1cc[nH]c1
LUMO energy: -0.0171 Ha

Positions of all 148 atoms, in Å:
1 C 1.166 1.667 3.023
2 C 0.252 2.452 2.078
3 C -1.192 1.996 2.080
4 F -1.901 2.827 2.963
5 C -1.832 2.217 0.703
6 N -3.287 2.233 0.720
7 O -1.316 1.345 -0.273
8 C -1.465 -0.020 0.039
9 C -1.587 -0.812 -1.261
10 C -2.797 -0.181 -2.040
11 C -4.196 -0.307 -1.438
12 C -5.066 0.890 -1.857
13 C -6.482 0.741 -1.308
14 N -6.594 1.291 0.053
15 C -8.005 1.677 0.298
16 C -6.258 0.335 1.063
17 C -6.879 -1.037 1.108
18 O -5.478 0.653 1.907
19 O -0.534 -0.583 -2.174
20 C 0.742 -1.179 -2.119
21 C 0.776 -2.350 -3.132
22 O 1.973 -3.098 -2.994
23 N 2.720 -3.108 -4.224
24 O 3.846 -2.940 -4.025
25 C 1.348 -1.578 -0.787
26 O 1.999 -0.486 -0.066
27 C 2.801 -1.016 0.941
28 C 2.225 -1.902 1.861
29 C 2.945 -2.545 2.876
30 C 2.190 -3.499 3.748
31 C 4.302 -2.278 2.994
32 C 4.867 -1.366 2.105
33 C 4.169 -0.711 1.084
34 C 4.980 0.265 0.258
35 C 4.261 1.579 -0.099
36 C 5.649 -0.421 -0.956
37 P 1.849 0.167 -2.876
38 S 1.238 1.983 -2.546
39 P -2.032 -2.558 -0.931
40 O -0.910 -3.489 -0.720
41 O -2.993 -2.573 0.347
42 O -2.924 -3.033 -2.178
43 H 2.003 2.257 3.377
44 H 1.590 0.830 2.477
45 H 0.590 1.259 3.849
46 H 0.626 2.337 1.060
47 H 0.273 3.521 2.266
48 H -1.314 0.984 2.463
49 H -1.530 3.213 0.391
50 H -3.584 3.177 0.910
51 H -3.662 1.649 1.458
52 H -2.341 -0.188 0.662
53 H -0.594 -0.328 0.624
54 H -2.556 0.846 -2.277
55 H -2.798 -0.723 -2.983
56 H -4.206 -0.394 -0.354
57 H -4.715 -1.179 -1.826
58 H -4.618 1.821 -1.526
59 H -5.119 0.869 -2.947
60 H -6.763 -0.311 -1.385
61 H -7.185 1.267 -1.948
62 H -8.254 2.556 -0.283
63 H -8.690 0.855 0.080
64 H -8.127 1.926 1.349
65 H -6.907 -1.541 0.152
66 H -7.898 -0.948 1.480
67 H -6.315 -1.625 1.819
68 H -0.124 -2.954 -3.090
69 H 0.780 -1.901 -4.124
70 H 2.102 -2.344 -0.921
71 H 0.604 -1.989 -0.118
72 H 1.167 -2.115 1.780
73 H 2.803 -4.321 4.106
74 H 1.734 -2.987 4.590
75 H 1.386 -3.938 3.166
76 H 4.915 -2.760 3.738
77 H 5.923 -1.156 2.209
78 H 5.802 0.565 0.900
79 H 4.906 2.408 0.182
80 H 4.042 1.691 -1.149
81 H 3.368 1.691 0.505
82 H 5.011 -1.215 -1.337
83 H 5.721 0.313 -1.756
84 H 6.641 -0.784 -0.724
85 H 3.140 -0.141 -2.439
86 H 1.832 -0.073 -4.259
87 H -2.953 -3.461 0.727
88 H -3.470 -3.767 -1.871
89 C -1.164 -0.913 5.106
90 C -1.573 -2.241 4.803
91 C -2.798 -2.162 4.203
92 N -3.149 -0.845 4.134
93 C -2.160 -0.074 4.678
94 H -0.247 -0.610 5.583
95 H -1.030 -3.148 5.004
96 H -3.450 -2.930 3.821
97 H -4.006 -0.495 3.738
98 H -2.249 0.999 4.713
99 C 1.152 6.373 -5.863
100 C 1.635 5.527 -6.898
101 C 1.532 4.236 -6.448
102 N 1.011 4.270 -5.186
103 C 0.773 5.564 -4.822
104 H 1.089 7.448 -5.879
105 H 2.014 5.830 -7.859
106 H 1.786 3.302 -6.917
107 H 0.831 3.463 -4.610
108 H 0.358 5.799 -3.858
109 C 6.498 -6.158 6.281
110 C 5.365 -6.992 6.497
111 C 4.580 -6.907 5.381
112 N 5.188 -6.055 4.500
113 C 6.357 -5.595 5.042
114 H 7.323 -5.989 6.954
115 H 5.153 -7.588 7.369
116 H 3.643 -7.378 5.139
117 H 4.831 -5.796 3.599
118 H 6.988 -4.911 4.501
119 C 4.881 7.457 -10.254
120 C 4.489 7.022 -11.550
121 C 3.127 6.892 -11.542
122 N 2.681 7.229 -10.293
123 C 3.743 7.577 -9.504
124 H 5.883 7.659 -9.914
125 H 5.135 6.827 -12.390
126 H 2.440 6.590 -12.313
127 H 1.722 7.221 -10.000
128 H 3.596 7.878 -8.481
129 C -8.653 2.750 -5.718
130 C -8.915 4.077 -5.280
131 C -8.067 4.337 -4.237
132 N -7.306 3.220 -4.027
133 C -7.654 2.249 -4.927
134 H -9.141 2.226 -6.522
135 H -9.642 4.760 -5.685
136 H -7.940 5.217 -3.630
137 H -6.599 3.127 -3.321
138 H -7.163 1.291 -4.928
139 C 5.303 -5.211 11.978
140 C 4.068 -5.614 11.398
141 C 4.322 -5.954 10.097
142 N 5.657 -5.771 9.868
143 C 6.263 -5.322 11.009
144 H 5.465 -4.880 12.990
145 H 3.107 -5.649 11.882
146 H 3.671 -6.308 9.316
147 H 6.119 -5.940 8.993
148 H 7.320 -5.119 11.033

***

The following is a quantum chemistry calculation of a structure of composition C50H77HfN6O3P3SSiTe, from OMol25.

Results
calculated total energy: -4533.41621 a.u.
orbital gap: 6.7 eV
F_max: 0.46 eV/A
net charge: +2
LUMO energy: -0.1792 Ha

Positions of all 143 atoms, in Å:
1 Hf -0.129 0.212 0.138
2 C -2.594 2.379 -0.690
3 C -2.700 3.192 0.595
4 C -4.192 3.339 0.935
5 P -1.920 2.368 2.076
6 C -1.995 3.774 3.323
7 C -1.385 3.363 4.660
8 C -1.476 5.163 2.946
9 C -0.059 2.177 1.854
10 C 0.755 3.342 1.772
11 C 1.963 3.448 2.405
12 C 2.774 4.712 2.359
13 C 2.404 2.346 3.179
14 C 1.725 1.162 3.212
15 C 0.514 1.034 2.490
16 N -0.068 -0.180 2.175
17 C -0.003 -1.330 3.022
18 C -0.256 -1.243 4.397
19 C -0.693 0.036 5.046
20 C -0.173 -2.397 5.169
21 C 0.112 -3.640 4.625
22 C 0.168 -4.877 5.476
23 C 0.296 -3.711 3.250
24 C 0.235 -2.584 2.443
25 C 0.370 -2.767 0.962
26 H -3.317 2.739 -1.426
27 H -2.857 1.328 -0.517
28 H -1.613 2.425 -1.153
29 H -2.279 4.183 0.424
30 H -4.655 2.353 1.024
31 H -4.696 3.876 0.130
32 H -4.384 3.883 1.856
33 H -3.076 3.850 3.472
34 H -0.329 3.100 4.549
35 H -1.907 2.523 5.111
36 H -1.440 4.200 5.359
37 H -0.395 5.224 3.076
38 H -1.916 5.896 3.625
39 H -1.722 5.482 1.935
40 H 0.363 4.204 1.247
41 H 2.295 5.465 1.733
42 H 3.776 4.531 1.964
43 H 2.896 5.138 3.356
44 H 3.326 2.443 3.744
45 H 2.102 0.307 3.759
46 H -1.351 0.593 4.380
47 H 0.140 0.690 5.311
48 H -1.244 -0.178 5.961
49 H -0.366 -2.318 6.233
50 H 0.284 -4.629 6.530
51 H 0.999 -5.519 5.183
52 H -0.749 -5.460 5.370
53 H 0.486 -4.672 2.783
54 H -0.594 -2.914 0.472
55 H 0.965 -3.648 0.720
56 H 0.914 -1.947 0.483
57 C 5.187 -0.029 -2.334
58 N 4.006 -0.535 -1.627
59 C 4.011 -1.992 -1.432
60 P 3.236 0.423 -0.564
61 O 1.925 -0.229 -0.189
62 O 3.008 1.792 -1.345
63 P 1.635 2.471 -1.870
64 O 0.514 1.919 -1.027
65 N 1.824 4.057 -1.644
66 C 0.704 4.942 -1.319
67 C 3.010 4.739 -2.170
68 N 1.614 2.120 -3.449
69 C 1.682 0.733 -3.924
70 C 0.984 3.031 -4.411
71 N 4.052 0.877 0.769
72 C 4.385 -0.206 1.705
73 C 5.037 1.962 0.751
74 H 5.240 -0.515 -3.307
75 H 6.108 -0.247 -1.787
76 H 5.110 1.046 -2.494
77 H 4.073 -2.469 -2.410
78 H 3.082 -2.318 -0.972
79 H 4.866 -2.307 -0.827
80 H -0.139 4.368 -0.942
81 H 0.387 5.502 -2.201
82 H 1.018 5.652 -0.553
83 H 3.796 4.023 -2.396
84 H 3.380 5.438 -1.420
85 H 2.772 5.294 -3.080
86 H 2.088 0.070 -3.161
87 H 2.334 0.689 -4.797
88 H 0.689 0.375 -4.201
89 H 1.001 4.054 -4.045
90 H -0.050 2.738 -4.604
91 H 1.542 2.991 -5.346
92 H 3.576 -0.936 1.747
93 H 4.502 0.222 2.699
94 H 5.316 -0.707 1.429
95 H 4.715 2.761 0.088
96 H 6.027 1.612 0.444
97 H 5.116 2.367 1.760
98 C -2.968 -2.914 -4.318
99 Si -4.089 -1.748 -3.391
100 C -5.841 -2.382 -3.425
101 C -4.000 -0.015 -4.088
102 C -3.595 -1.598 -1.551
103 C -4.511 -1.865 -0.535
104 C -4.223 -1.651 0.814
105 C -3.002 -1.118 1.142
106 N -2.100 -0.852 0.182
107 C -2.358 -1.116 -1.114
108 S -0.955 -0.744 -2.115
109 H -3.245 -2.889 -5.375
110 H -3.083 -3.946 -3.977
111 H -1.913 -2.649 -4.246
112 H -6.167 -2.481 -4.463
113 H -6.543 -1.706 -2.932
114 H -5.931 -3.369 -2.966
115 H -4.274 -0.016 -5.145
116 H -2.994 0.400 -4.001
117 H -4.692 0.649 -3.565
118 H -5.490 -2.249 -0.797
119 H -4.946 -1.875 1.585
120 H -2.709 -0.871 2.154
121 Te 0.993 -3.811 -3.228
122 C 2.313 -5.404 -3.607
123 C 1.988 -6.366 -4.558
124 C 2.853 -7.424 -4.797
125 C 4.043 -7.527 -4.090
126 C 4.371 -6.570 -3.140
127 C 3.509 -5.509 -2.901
128 C -0.040 -4.746 -1.644
129 C 0.591 -5.636 -0.784
130 C -0.096 -6.149 0.308
131 C -1.410 -5.771 0.555
132 C -2.046 -4.899 -0.318
133 C -1.369 -4.399 -1.422
134 H 1.060 -6.292 -5.110
135 H 2.596 -8.171 -5.537
136 H 4.714 -8.355 -4.278
137 H 5.297 -6.652 -2.585
138 H 3.764 -4.769 -2.150
139 H 1.618 -5.933 -0.958
140 H 0.398 -6.851 0.969
141 H -1.940 -6.174 1.407
142 H -3.080 -4.621 -0.151
143 H -1.879 -3.741 -2.113